No. 1
The following is a quantum chemistry calculation of a structure of composition C20H30AgO15, from the OMol25 dataset.

Properties
* ΔE to the lowest compared entry with this formula, charge and spin: 120.6 kJ/mol
* LUMO level (alpha / beta): -5.04 / -10.75 eV
* energy: -2055.08744 Eh
* charge: +2
* expectation value of S²: 0.752
* gap between HOMO and LUMO (alpha / beta): 0.3986 / 0.1862 Eh
* 2S+1: 2

Positions of all 66 atoms, in Å:
Ag -0.10432 0.11723 -0.17365
C 5.05543 1.06761 -4.70009
C 4.76934 0.33516 -3.40964
C 5.31104 1.04376 -2.14559
O 4.20988 0.86627 -1.21777
C 3.10913 0.52053 -1.87544
O 2.07259 0.33535 -1.28161
O 3.33118 0.46976 -3.18390
H 4.82813 2.13407 -4.61158
H 4.39786 0.71283 -5.49340
H 6.08593 1.13149 -5.04909
H 4.89647 -0.74524 -3.47780
H 5.51278 2.11214 -2.09026
H 6.09970 0.44232 -1.69188
C -6.35899 -0.67648 1.30338
C -5.50685 -0.59817 0.03497
C -5.57947 0.66448 -0.85963
O -4.22345 1.10135 -0.93359
C -3.44054 0.37982 -0.14878
O -2.22857 0.47900 -0.16407
O -4.10894 -0.65498 0.32872
H -7.39124 -0.69561 0.96392
H -5.93975 0.08298 1.96353
H -6.14203 -1.64342 1.75714
H -5.75517 -1.47367 -0.57092
H -6.15371 1.40594 -0.29804
H -6.07951 0.51193 -1.80941
C -4.26681 -0.78254 4.66448
C -2.85458 -0.23646 4.60339
C -1.73365 -1.07850 5.23947
O -0.91162 -1.45193 4.14963
C -1.29189 -0.85465 3.04338
O -0.67425 -0.95165 2.00315
O -2.45471 -0.24054 3.22124
H -4.90828 0.03281 4.31873
H -4.64246 -0.96191 5.67029
H -4.35791 -1.62088 3.97627
H -2.83992 0.77329 5.01879
H -2.23590 -1.95333 5.65941
H -1.12145 -0.58668 5.99088
C 4.13508 -2.78678 4.50902
C 3.58364 -3.09741 3.14300
C 2.18213 -3.73471 3.17059
O 1.61893 -3.17987 1.96839
C 2.16653 -2.02627 1.68043
O 1.73744 -1.22008 0.89387
O 3.24782 -1.83537 2.48515
H 4.03234 -3.65124 5.16476
H 3.45232 -2.06245 4.96208
H 5.11699 -2.32518 4.47447
H 4.25361 -3.58792 2.43741
H 1.41128 -3.56145 3.91925
H 2.30018 -4.80006 2.96621
C 1.58311 3.66374 -5.31412
C 0.18714 3.55358 -4.74220
C -0.51373 2.32053 -5.20540
O -0.79868 1.63694 -3.97546
C -0.13424 2.23872 -2.96203
O -0.21748 1.80375 -1.84379
O 0.26936 3.48051 -3.29826
H 2.25876 4.45170 -4.98428
H 1.45176 3.76014 -6.39573
H 2.13898 2.74996 -5.10230
H -0.43757 4.42995 -4.91956
H 0.00487 1.71899 -5.95724
H -1.40401 2.54682 -5.79887

***

No. 2
The following is a quantum chemistry calculation of a cluster of 2 separate species, Br2FP in total, from the OMol25 dataset.

Properties
* ΔE to the lowest compared entry with this formula, charge and spin: 303.0 kJ/mol
* LUMO level (alpha / beta): -1.25 / -3.87 eV
* energy: -5589.20849 Eh
* charge: 0
* gap between HOMO and LUMO (alpha / beta): 0.3707 / 0.1690 Eh

Positions of all 4 atoms, in Å:
F -0.89026 2.03879 -1.22359
P -0.44688 0.51655 -0.60767
Br -0.13299 -3.67541 1.83759
Br 1.47012 1.12006 -0.00633

***

No. 3
The following is a quantum chemistry calculation of a structure of composition C32H41AsMgN4PSSi2, from the OMol25 dataset.

Properties
* ΔE to the lowest compared entry with this formula, charge and spin: 80.8 kJ/mol
* LUMO level: 2.44 eV
* energy: -5217.59222 Eh
* charge: -1
* gap between HOMO and LUMO: 0.2464 Eh

Positions of all 83 atoms, in Å:
Mg 0.62740 0.08260 0.44350
C -2.48210 3.38990 0.97110
C -1.25510 2.61050 0.56520
N -1.03880 1.42130 1.03420
N -1.94660 0.90620 1.85310
C -1.61530 -0.10790 2.62310
N -2.66810 -0.67930 3.29360
S -0.07410 -0.65890 3.01680
C -0.32390 3.14530 -0.40380
C -0.17680 4.52880 -0.61320
C 0.70830 4.98290 -1.56790
C 1.45390 4.05600 -2.28740
C 1.27450 2.71540 -1.99460
N 0.41130 2.25980 -1.10070
H -2.81700 3.02810 1.94190
H -2.30640 4.45980 1.02160
H -3.27910 3.20620 0.24670
H -3.57790 -0.60330 2.86660
H -2.45480 -1.53800 3.77120
H -0.73200 5.24150 -0.02080
H 0.83360 6.04270 -1.74670
H 2.15250 4.36730 -3.04930
H 1.85990 1.96750 -2.51250
C -5.65240 -4.43910 0.63820
C -4.70820 -4.21020 1.62790
C -3.63800 -3.37520 1.37940
C -3.48960 -2.74060 0.14390
C -4.43600 -2.99110 -0.84570
C -5.50330 -3.83860 -0.60080
P -2.09020 -1.55790 0.01780
C -2.28220 -1.01320 -1.71730
C -3.22420 -0.01930 -1.96870
C -3.42430 0.44840 -3.25280
C -2.67620 -0.06650 -4.30030
C -1.71430 -1.03110 -4.05140
C -1.51580 -1.50340 -2.76730
C -0.65670 -2.66370 -0.14560
C -0.78170 -4.04030 -0.30030
C 0.35900 -4.81360 -0.40230
C 1.59830 -4.19720 -0.33900
C 1.69200 -2.81870 -0.21020
C 0.57200 -1.99230 -0.11090
H -6.50170 -5.08100 0.83250
H -4.81520 -4.68430 2.59640
H -2.88940 -3.21530 2.14640
H -4.33430 -2.52830 -1.81620
H -6.22660 -4.03660 -1.38130
H -3.79970 0.38280 -1.14460
H -4.16160 1.21630 -3.44370
H -2.82910 0.29800 -5.30740
H -1.11520 -1.42300 -4.86320
H -0.76310 -2.25520 -2.57300
H -1.75960 -4.50750 -0.33560
H 0.28290 -5.88750 -0.52950
H 2.49540 -4.80460 -0.38260
H 2.68350 -2.37550 -0.18080
C 2.92320 -0.66200 -2.91660
Si 4.04140 0.05390 -1.51230
C 5.08600 1.41490 -2.41590
C 5.33760 -1.34940 -1.23450
As 3.02890 1.09870 0.29610
Si 4.34080 0.24050 2.00250
C 6.03800 1.18410 1.99040
C 4.79550 -1.61590 2.26480
C 3.46670 0.76290 3.62900
H 3.46150 -0.74430 -3.85810
H 2.04940 -0.03970 -3.09150
H 2.55450 -1.64910 -2.65480
H 5.75190 1.02070 -3.18030
H 5.68690 1.95380 -1.68660
H 4.43180 2.14350 -2.88810
H 5.83960 -1.62870 -2.15720
H 4.86880 -2.24380 -0.83620
H 6.09520 -1.03480 -0.52330
H 6.65310 0.86540 1.15180
H 6.61760 1.04520 2.90050
H 5.86240 2.25220 1.86810
H 5.36510 -2.01520 1.43330
H 3.89230 -2.21260 2.35930
H 5.38650 -1.76820 3.16360
H 3.11980 1.79270 3.54800
H 4.09240 0.68750 4.51410
H 2.59090 0.13890 3.78670